Below is a structure of composition C16H46N4O6Sr2 in a non-equilibrium geometry, with properties calculated with wB97M-V/def2-TZVPD.

XYZ file:
```
74
Properties=species:S:1:pos:R:3:forces:R:3:mulliken_charge:R:1
Sr 3.331 -1.210 -0.832 -0.5107 0.7744 -1.2517 1.711
Sr 2.774 0.235 2.330 -0.2299 0.9699 -0.5719 1.746
O 1.330 -0.543 0.578 0.7106 -0.0745 0.8901 -1.107
H 0.397 -0.365 0.734 0.0363 -0.0453 -0.3835 -0.061
O 3.777 0.990 0.115 -0.2291 -1.1632 1.0443 -0.913
H 4.021 1.920 0.131 0.2232 -0.2365 -0.1876 0.048
C -0.404 -4.622 -0.411 -0.1645 0.2439 0.1643 -1.258
C 0.487 -3.867 -1.372 0.6724 -0.3261 0.4476 -0.277
C -0.243 -2.871 -2.225 0.0557 0.1434 -0.2859 0.233
O -0.935 -3.563 -3.211 -0.2396 -0.1173 -0.1331 -0.437
C -1.652 -2.698 -4.071 0.0779 0.2416 -0.2155 -0.553
N 1.566 -3.123 -0.662 0.4782 0.3085 0.7546 -0.493
H 0.192 -5.234 0.268 -0.0565 -0.2140 -0.1196 0.391
H -1.096 -5.246 -0.974 -0.0047 -0.0936 0.1024 0.416
H -0.986 -3.935 0.213 -0.0135 0.0246 -0.0774 0.208
H 0.994 -4.600 -2.001 -0.0592 0.1380 -0.2526 0.335
H 0.498 -2.186 -2.673 -0.1359 0.0469 -0.0408 0.061
H -0.944 -2.290 -1.599 0.0991 0.1152 -0.0179 0.131
H -0.969 -2.051 -4.640 -0.0112 -0.0642 0.1195 0.145
H -2.348 -2.063 -3.508 -0.0137 -0.0851 0.0073 0.287
H -2.209 -3.308 -4.776 -0.0392 -0.0770 0.0642 0.289
H 1.929 -3.719 0.086 -0.1890 -0.2103 -0.1991 0.163
H 1.174 -2.325 -0.137 -0.4892 -0.4930 -0.1632 0.638
C -0.179 1.981 -2.427 0.0953 0.0895 0.5122 -1.605
C 0.548 0.747 -2.947 0.3430 0.3261 0.3165 0.758
C 1.040 0.984 -4.350 -0.0726 -0.2120 -0.5622 -1.102
O 1.398 -0.259 -4.909 0.1418 0.0425 0.1126 -0.250
C 2.089 -0.126 -6.134 0.3616 -0.1565 -0.2889 -0.840
N 1.716 0.409 -2.088 0.2389 -0.0541 0.3190 -0.213
H -1.121 2.154 -2.945 0.0505 0.0322 -0.1088 0.490
H 0.454 2.871 -2.513 -0.0669 -0.0254 -0.2079 0.356
H -0.407 1.898 -1.357 -0.0548 -0.1557 -0.1188 0.366
H -0.117 -0.115 -2.947 -0.0457 -0.0415 -0.0438 -0.131
H 1.899 1.676 -4.352 -0.0067 -0.0547 0.1164 0.406
H 0.260 1.465 -4.958 -0.0106 -0.0680 0.0832 0.469
H 3.059 0.375 -6.003 -0.1893 0.1102 0.0597 0.328
H 1.506 0.413 -6.886 -0.0440 0.0509 0.0844 0.331
H 2.303 -1.124 -6.517 -0.1658 -0.0049 0.0878 0.241
H 2.362 1.200 -2.080 -0.1762 0.0805 -0.1391 0.177
H 1.415 0.332 -1.110 -0.3359 0.3722 -0.3176 0.427
C -2.505 -1.890 2.130 -0.1581 0.1074 -0.2295 -1.503
C -1.653 -1.177 3.155 0.5541 -0.0481 -0.1614 1.398
C -2.120 -1.429 4.575 0.2139 -0.0274 -0.0668 -0.824
O -3.382 -0.862 4.705 -0.3647 0.2497 0.0580 -0.328
C -3.830 -0.815 6.048 -0.3704 0.1193 -0.0019 -0.767
N -0.246 -1.658 3.030 0.2264 0.4308 0.2496 -0.536
H -2.209 -1.618 1.110 0.0422 -0.0658 0.0521 0.249
H -3.548 -1.598 2.243 0.0152 -0.0175 0.0503 0.458
H -2.429 -2.972 2.239 0.0326 -0.0153 0.0447 0.316
H -1.701 -0.095 2.975 -0.1548 -0.0211 0.0820 -0.331
H -1.414 -0.957 5.282 0.0204 -0.1087 0.0138 0.355
H -2.151 -2.509 4.774 0.1209 0.0032 0.0694 0.401
H -3.784 -1.802 6.513 0.0931 0.0141 0.0749 0.322
H -4.870 -0.487 6.040 0.0840 -0.0675 -0.1058 0.266
H -3.263 -0.080 6.630 0.1557 -0.1554 0.0205 0.288
H 0.163 -1.331 2.162 -0.2454 -0.3838 -0.1046 -0.160
H 0.326 -1.221 3.756 -0.2529 -0.1865 0.2815 0.331
C -0.040 2.435 2.630 -0.3685 -0.3293 0.1737 -1.233
C 1.151 2.815 1.772 -0.1329 0.0557 0.0107 1.566
C 0.964 4.202 1.160 0.2028 0.0672 0.3969 -1.171
O -0.353 4.303 0.742 -0.2684 0.0002 -0.4740 -0.282
C -0.606 5.479 -0.021 0.0436 0.1467 0.1195 -0.822
N 2.379 2.748 2.621 0.0878 0.3665 -0.0755 -0.717
H -0.388 3.287 3.216 0.1013 -0.0469 0.0981 0.446
H 0.187 1.614 3.330 0.0965 0.0996 -0.0352 0.358
H -0.895 2.097 2.047 0.0891 0.1413 -0.1417 0.349
H 1.262 2.111 0.934 0.0992 -0.0569 0.1483 -0.563
H 1.657 4.344 0.318 0.0852 0.0571 0.0692 0.433
H 1.189 4.956 1.937 0.0307 0.0000 -0.1327 0.400
H 0.088 5.566 -0.864 -0.0335 -0.1121 -0.0050 0.326
H -0.503 6.377 0.598 -0.0312 -0.0724 0.0123 0.343
H -1.624 5.409 -0.388 -0.0245 0.0020 -0.0074 0.266
H 2.164 3.163 3.529 -0.0904 -0.0536 -0.0657 0.255
H 3.078 3.385 2.235 0.0708 -0.2302 -0.0172 0.199
```
Positions in Å, forces in eV/Å.

Its total charge is +2. The value obtained for the energy relative to the best compared isomer or geometry (same formula, charge and spin) is 33.15 kJ/mol. Its highest occupied orbital energy is -0.5110 hartree. The calculation puts the HOMO-LUMO gap at 0.2510 hartree. The total energy comes out at -37243.6890 eV.

---

Below is a structure of composition C20H39N2O2P3Re in a non-equilibrium geometry, with properties calculated with wB97M-V/def2-TZVPD.

XYZ file:
```
67
Properties=species:S:1:pos:R:3:forces:R:3:nbo_charge:R:1
P 3.918 -2.051 0.685 4.5056 0.7496 0.1170 1.294
C 4.607 -1.852 2.376 -1.5741 0.0258 0.4789 -0.942
H 5.647 -2.208 2.317 -0.3280 0.1225 0.0287 0.305
H 4.014 -2.456 3.085 0.5937 0.2055 -0.0426 0.276
H 4.543 -0.787 2.655 0.1284 -0.4725 -0.0141 0.269
C 4.938 -3.429 -0.006 -1.6278 -0.5571 -0.5233 -0.940
H 5.129 -3.229 -1.076 -0.0740 -0.1769 0.5168 0.279
H 4.297 -4.325 0.085 0.6935 -0.0241 -0.1693 0.279
H 5.872 -3.566 0.561 -0.4172 0.2407 -0.0504 0.306
C 4.681 -0.577 -0.170 -1.4889 0.1046 -0.7258 -0.947
H 5.655 -0.238 0.247 -0.6104 -0.5857 0.0903 0.316
H 3.956 0.260 -0.135 0.5463 -0.1639 -0.0312 0.240
H 4.795 -0.887 -1.224 0.1074 0.3465 0.3997 0.263
P -1.286 4.566 -0.493 -0.9859 2.0730 0.1748 1.302
C -1.433 5.054 1.259 0.6688 -1.1445 -0.1319 -0.961
H -1.865 6.070 1.244 0.1152 -0.3491 0.1733 0.301
H -0.415 5.034 1.701 -0.7069 0.2482 -0.0232 0.277
H -2.084 4.315 1.755 0.1743 0.5528 0.0743 0.272
C -0.402 5.963 -1.262 0.7667 -1.3680 -0.2449 -0.942
H -0.391 5.832 -2.364 -0.0368 0.4428 0.6856 0.283
H 0.631 5.997 -0.856 -0.7014 0.4134 -0.3032 0.283
H -1.065 6.768 -0.909 0.5165 0.2193 -0.3351 0.288
C -2.971 4.713 -1.175 0.3910 -1.2389 0.0073 -0.958
H -3.165 5.796 -1.138 -0.2331 -0.3172 -0.0741 0.297
H -3.646 4.122 -0.530 0.0469 0.4910 -0.4158 0.275
H -2.989 4.324 -2.209 -0.2116 0.3993 0.4282 0.275
P -2.722 -3.462 -0.096 -1.0377 -2.9492 2.3884 1.344
C -3.283 -3.130 1.626 0.1027 1.1437 -0.2458 -0.955
H -4.354 -3.369 1.644 0.3158 0.2136 0.1838 0.284
H -3.126 -2.076 1.888 -0.2162 -0.3441 0.2058 0.256
H -2.715 -3.787 2.299 -0.1532 0.2663 -0.2145 0.269
C -4.197 -4.343 -0.722 0.2773 0.8977 -1.4066 -0.941
H -4.548 -4.928 0.137 0.0276 0.0732 -0.1673 0.290
H -3.879 -4.983 -1.558 -0.3791 0.1464 0.2219 0.278
H -4.938 -3.602 -1.058 -0.0485 -0.5624 0.1365 0.279
C -1.609 -4.898 0.223 0.7223 0.8988 -1.1091 -0.947
H -2.115 -5.587 0.921 0.0362 0.3486 -0.3321 0.292
H -0.676 -4.499 0.646 -0.2275 -0.4534 -0.0749 0.254
H -1.429 -5.368 -0.757 0.1477 -0.1386 0.5497 0.268
Re 0.120 0.547 -1.284 2.3162 3.1921 8.6694 0.255
C 1.240 2.202 -0.707 2.5671 3.9051 1.4371 0.588
O 1.886 3.139 -0.390 -2.9756 -4.3757 -1.5816 -0.391
C -1.108 0.725 0.357 -3.2514 0.7166 2.6401 0.594
O -1.800 0.827 1.292 2.4543 -0.0967 -3.2967 -0.402
C -1.364 0.388 -2.710 -1.5512 0.0117 -1.0659 -0.202
C -1.008 -0.901 -2.245 -1.0120 -1.8822 -1.2588 -0.214
C 0.353 -1.303 -2.208 -0.7155 -0.8140 -1.3512 -0.210
C 1.337 -0.405 -2.699 0.6505 -0.1302 -1.4464 -0.270
C 0.974 0.885 -3.171 0.7893 -0.2263 -1.8589 -0.191
C -0.379 1.298 -3.147 -0.4743 0.8645 -1.6144 -0.225
H -2.388 0.745 -2.669 0.0863 -0.2280 0.0635 0.277
H -1.785 -1.551 -1.847 0.2998 0.1869 -0.0981 0.245
H 0.623 -2.259 -1.776 0.0328 0.1602 0.0800 0.275
H 2.382 -0.648 -2.646 0.1982 -0.1055 0.0080 0.271
H 1.741 1.591 -3.480 -0.0567 -0.2121 0.1386 0.287
H -0.683 2.315 -3.415 0.2679 -0.4672 -0.0303 0.278
C 1.037 0.056 3.250 0.0924 -0.1188 -0.1142 -0.394
N -0.063 -0.901 3.050 0.2923 0.0540 -0.4883 -0.464
C -0.292 -1.796 4.185 -0.3391 -0.7542 0.2355 -0.401
C -0.275 -1.424 1.858 -0.1085 -0.5105 -0.7303 0.545
N -0.555 -1.888 0.810 0.8043 0.7342 1.3338 -0.556
H 0.883 0.557 4.219 0.0375 -0.1377 -0.4806 0.261
H 1.018 0.793 2.438 0.1839 -0.0985 0.2542 0.197
H 1.996 -0.494 3.285 -0.2391 0.4047 -0.0330 0.193
H -1.279 -2.259 4.020 0.4760 0.0845 0.5018 0.228
H 0.499 -2.573 4.236 -0.4519 0.3650 0.0943 0.210
H -0.276 -1.189 5.098 -0.1993 -0.2998 -0.2335 0.252
```
Positions in Å, forces in eV/Å.

Its total charge is +4. As for the spin multiplicity: 4. The expectation value of S² is 3.76. The value obtained for the energy relative to the best compared isomer or geometry (same formula, charge and spin) is 0.00 kJ/mol. Its highest occupied orbital energy (alpha / beta) is -0.7346 / -0.7359 hartree. The calculation puts the HOMO-LUMO gap (alpha / beta) at 0.2658 / 0.2112 hartree. The total energy comes out at -58399.1601 eV.

---

Below is a structure of composition C19H28NO7SSiV in a non-equilibrium geometry, with properties calculated with wB97M-V/def2-TZVPD.

XYZ file:
```
58
Properties=species:S:1:pos:R:3:forces:R:3:nbo_charge:R:1
V -0.121 -0.283 0.114 1.5534 -0.2491 1.4077 1.187
C 2.239 -3.221 -0.626 -0.1289 0.3227 0.1021 -1.102
Si 3.036 -1.551 -0.234 0.5990 -0.4656 -0.1084 1.805
C 4.168 -1.307 -1.753 -0.1568 0.1266 0.2576 -1.119
C 4.160 -1.907 1.277 -0.1463 0.2020 -0.2121 -1.120
N 1.961 -0.242 0.043 0.2689 -0.1763 -0.2139 -1.186
C 2.444 1.029 0.191 -0.0225 0.1323 0.0297 0.134
C 3.808 1.393 0.249 -0.0004 -0.0519 -0.0115 -0.286
C 4.234 2.697 0.426 0.0159 0.0429 0.0381 -0.199
C 3.316 3.721 0.588 0.0195 0.0272 -0.0290 -0.289
C 1.962 3.410 0.549 -0.2293 -0.0821 -0.0033 -0.260
C 1.542 2.113 0.322 0.3724 0.2188 0.2518 0.259
O 0.179 1.766 0.285 0.2506 0.4879 -0.1105 -0.570
C -0.737 2.770 -0.027 -0.2735 0.5675 0.1339 0.389
C -1.812 2.945 0.827 0.2247 -0.2138 0.0663 -0.237
C -2.747 3.930 0.564 -0.0513 0.0746 -0.0334 -0.194
C -2.608 4.747 -0.546 -0.0158 -0.0318 0.0151 -0.229
C -1.530 4.560 -1.398 -0.0433 0.0350 -0.0355 -0.185
C -0.590 3.579 -1.143 0.1504 -0.2626 -0.0094 -0.264
H 3.016 -3.921 -0.945 0.0896 0.0943 -0.0167 0.221
H 1.524 -3.109 -1.443 -0.0372 -0.0842 0.0046 0.235
H 1.721 -3.659 0.226 -0.0415 -0.0058 -0.0199 0.222
H 4.870 -2.139 -1.845 -0.0143 -0.0321 0.0189 0.217
H 4.741 -0.380 -1.724 0.0032 -0.0188 -0.0652 0.226
H 3.549 -1.285 -2.654 -0.0038 -0.0003 -0.0053 0.233
H 4.944 -2.628 1.032 -0.0225 -0.0221 -0.0474 0.219
H 3.582 -2.317 2.110 -0.0371 0.0069 -0.0163 0.217
H 4.641 -0.994 1.633 0.0063 -0.0469 0.0522 0.228
H 4.551 0.615 0.143 0.0031 0.0495 0.0293 0.202
H 5.297 2.911 0.446 -0.0008 -0.0162 -0.0045 0.196
H 3.635 4.745 0.727 -0.0107 -0.0085 0.0487 0.200
H 1.225 4.188 0.690 -0.0314 0.0351 -0.0377 0.224
H -1.930 2.270 1.662 0.0041 0.0230 0.0075 0.221
H -3.596 4.052 1.225 -0.0002 -0.0235 0.0022 0.204
H -3.345 5.512 -0.756 0.0074 -0.0045 -0.0079 0.201
H -1.429 5.175 -2.284 0.0279 -0.0085 0.0088 0.204
H 0.244 3.425 -1.815 0.0188 -0.0387 0.0132 0.230
C -1.132 0.020 3.196 0.0523 0.0011 0.0684 -0.257
O 0.025 -0.505 2.545 -0.2621 -0.0256 -0.3885 -0.534
C 0.122 -1.920 2.597 0.0458 -0.1658 -0.0397 -0.066
C -0.849 -2.642 1.680 0.1051 0.0468 0.2480 -0.100
O -0.416 -2.453 0.348 -0.3515 -0.1952 -0.0161 -0.560
C -1.244 -3.160 -0.581 -0.0138 -0.1948 -0.1172 -0.263
H -1.312 -0.516 4.133 0.0265 0.0144 0.0087 0.164
H -2.011 -0.038 2.552 -0.0110 -0.0322 0.0036 0.220
H -0.916 1.064 3.421 0.0115 -0.0103 -0.0229 0.196
H -0.023 -2.270 3.627 0.0021 0.0454 0.0078 0.170
H 1.138 -2.146 2.270 0.0044 -0.0390 0.0931 0.210
H -1.869 -2.257 1.796 -0.0202 -0.0437 -0.0132 0.209
H -0.843 -3.711 1.929 0.0096 -0.0018 -0.0501 0.178
H -1.181 -4.235 -0.374 0.0472 0.0390 0.0316 0.158
H -0.867 -2.942 -1.575 0.0295 0.0164 0.0126 0.220
H -2.275 -2.814 -0.544 -0.0416 0.0485 0.0919 0.230
O -2.628 1.282 -1.578 0.0274 -0.0107 0.1026 -1.011
S -2.269 -0.069 -1.203 -1.7672 0.1165 -1.4022 2.567
O -3.208 -1.071 -1.690 0.1625 0.0015 0.0787 -1.025
O -0.864 -0.388 -1.698 -0.1905 -0.3608 -0.5202 -1.052
O -2.146 -0.198 0.308 -0.2135 0.1472 0.3230 -1.087
```
Positions in Å, forces in eV/Å.

Its total charge is -1. As for the spin multiplicity: 2. The expectation value of S² is 0.76. Its highest occupied orbital energy (alpha / beta) is -0.0932 / -0.0742 hartree. The calculation puts the HOMO-LUMO gap (alpha / beta) at 0.1955 / 0.1765 hartree. The total energy comes out at -80383.6220 eV.

---

> What is the formula in the third record?

C19H28NO7SSiV

---

> Among the records above, which one has the highest total charge?

C20H39N2O2P3Re

---

> Which of these has the lowest total charge?

C19H28NO7SSiV

---

> Look up the total charge of the third one.

-1